{"formula": "C20H25N9O8Ru", "method": "ωB97M-V/def2-TZVPD", "species": ["Ru", "O", "C", "O", "C", "C", "N", "N", "C", "C", "O", "O", "H", "H", "H", "O", "C", "O", "C", "C", "N", "N", "C", "C", "O", "O", "H", "H", "H", "C", "N", "C", "C", "N", "N", "C", "C", "H", "H", "H", "H", "H", "H", "H", "H", "H", "H", "H", "H", "H", "N", "C", "C", "C", "N", "C", "C", "H", "H", "H", "H", "H", "H"], "xyz": [[-0.63, 0.07, 0.27], [1.50, 2.42, 5.22], [2.21, 1.36, 4.88], [3.10, 0.92, 5.56], [1.86, 0.68, 3.60], [2.49, -0.47, 3.16], [1.90, -0.83, 2.00], [0.92, 0.02, 1.67], [0.88, 0.93, 2.63], [-0.16, 1.97, 2.43], [-0.39, 2.84, 3.25], [-0.78, 1.81, 1.28], [0.81, 2.65, 4.55], [3.31, -1.01, 3.59], [2.10, -1.61, 1.40], [-3.41, 0.20, -4.90], [-3.29, 1.43, -4.40], [-3.59, 2.42, -5.01], [-2.73, 1.53, -3.02], [-2.58, 2.73, -2.34], [-2.01, 2.46, -1.15], [-1.80, 1.15, -1.02], [-2.23, 0.57, -2.14], [-2.05, -0.90, -2.12], [-2.37, -1.60, -3.06], [-1.53, -1.31, -1.00], [-3.09, -0.49, -4.28], [-2.85, 3.73, -2.64], [-1.79, 3.06, -0.37], [3.81, 1.34, -1.84], [2.37, 1.16, -1.66], [1.75, 2.20, -0.87], [1.80, -0.06, -1.86], [0.88, -0.57, -1.06], [2.26, -0.77, -2.92], [1.90, -2.18, -3.06], [2.69, -0.13, -4.16], [4.26, 1.62, -0.88], [4.03, 2.14, -2.55], [4.27, 0.42, -2.18], [2.01, 3.17, -1.30], [2.08, 2.19, 0.17], [0.67, 2.11, -0.89], [0.44, -1.38, -1.49], [2.03, -2.70, -2.11], [2.57, -2.63, -3.78], [0.87, -2.31, -3.41], [2.62, 0.95, -4.08], [2.03, -0.45, -4.97], [3.71, -0.41, -4.41], [-3.43, -3.53, 4.59], [-2.83, -2.75, 3.67], [-2.51, -1.41, 3.93], [-1.90, -0.67, 2.96], [-1.57, -1.13, 1.73], [-1.90, -2.42, 1.48], [-2.51, -3.24, 2.39], [-3.67, -3.17, 5.50], [-3.66, -4.49, 4.40], [-2.75, -0.96, 4.88], [-1.70, 0.37, 3.16], [-1.66, -2.79, 0.50], [-2.73, -4.26, 2.12]], "spin_multiplicity": 2, "relative_energy_kcal_mol": 42.4, "homo_ev": [-11.8, -11.7], "charge": 1}